(1)
9
Properties=species:S:1:pos:R:3 method="wB97M-V/def2-TZVPD" e_lumo_ev=0.53 gap_ev=10.768 spin_multiplicity=1 homo_ev=-10.241
C -1.933 0.206 3.024
C 0.043 -0.102 1.125
C -0.127 -0.157 -0.353
O -0.658 -0.703 1.903
O -2.383 -0.505 3.793
H 0.867 0.540 1.479
H 0.821 -0.372 -0.836
H -0.457 0.820 -0.707
H -0.870 -0.907 -0.613

(2)
55
Properties=species:S:1:pos:R:3 method="wB97M-V/def2-TZVPD" e_lumo_ev=0.69 gap_ev=8.971 spin_multiplicity=1 homo_ev=-8.281 smiles="CCOCCn1c(CN2CCC(C)CC2)nc2c1c(=O)n(C)c(=O)n2C"
C -3.114 -4.001 -0.670
C -2.011 -3.000 -0.969
O -0.838 -3.419 -0.301
C 0.283 -2.606 -0.510
C 0.266 -1.326 0.355
N 1.163 -0.336 -0.174
C 0.883 0.657 -1.047
N 1.948 1.374 -1.365
C 2.966 0.815 -0.676
C 2.515 -0.257 0.078
C 3.380 -1.030 0.914
O 3.072 -1.980 1.609
N 4.694 -0.555 0.847
C 5.178 0.513 0.103
O 6.350 0.821 0.140
N 4.269 1.203 -0.672
C 4.699 2.326 -1.474
H 5.760 2.479 -1.290
H 4.132 3.213 -1.194
H 4.524 2.114 -2.529
C 5.695 -1.245 1.644
H 5.195 -2.054 2.169
H 6.147 -0.551 2.353
H 6.478 -1.637 0.995
C -0.471 0.915 -1.612
N -1.491 0.969 -0.577
C -1.277 2.082 0.335
C -2.250 1.990 1.504
C -3.694 2.016 1.003
C -4.685 1.870 2.153
H -4.531 0.925 2.669
H -4.558 2.677 2.870
H -5.707 1.896 1.782
C -3.864 0.896 -0.022
C -2.830 1.027 -1.137
H -2.945 0.203 -1.847
H -2.994 1.972 -1.685
H -3.733 -0.067 0.475
H -4.866 0.923 -0.454
H -3.873 2.976 0.504
H -2.073 1.057 2.043
H -2.071 2.819 2.190
H -0.248 2.035 0.699
H -1.409 3.048 -0.185
H -0.409 1.847 -2.198
H -0.732 0.100 -2.297
H -0.736 -0.891 0.367
H 0.580 -1.576 1.370
H 1.151 -3.213 -0.241
H 0.361 -2.324 -1.572
H -1.820 -2.953 -2.054
H -2.315 -1.997 -0.635
H -4.031 -3.709 -1.176
H -2.817 -4.990 -1.008
H -3.292 -4.043 0.400

(3)
22
Properties=species:S:1:pos:R:3 method="wB97M-V/def2-TZVPD" e_lumo_ev=1.03 gap_ev=8.737 spin_multiplicity=1 homo_ev=-7.706 smiles="C/C=C/N.C=CCN"
N -1.525 -0.162 0.747
C -2.220 1.128 0.897
C -1.118 3.354 0.758
C -1.257 2.178 1.357
H -2.175 -0.861 0.411
H -1.232 -0.493 1.658
H -3.065 1.059 1.595
H -2.617 1.412 -0.077
H -0.425 4.094 1.125
H -1.696 3.611 -0.117
H -0.648 1.956 2.228
C 1.598 -3.273 -0.780
C 1.218 -1.820 -0.771
C 1.987 -0.864 -1.284
N 1.629 0.492 -1.372
H 2.570 -3.416 -1.255
H 1.666 -3.669 0.236
H 0.874 -3.888 -1.318
H 0.259 -1.545 -0.351
H 2.938 -1.119 -1.740
H 2.399 1.106 -1.171
H 0.841 0.724 -0.775

(4)
179
Properties=species:S:1:pos:R:3 method="wB97M-V/def2-TZVPD" e_lumo_ev=0.67 gap_ev=4.904 total_charge=-1 spin_multiplicity=1 homo_ev=-4.235
C -0.645 -3.159 2.378
N 0.552 -3.399 1.555
C 0.162 -3.998 0.253
B 1.472 -4.340 2.197
O 2.835 -4.166 1.951
Si 0.907 -5.863 3.411
O -0.605 -6.469 2.892
Si -0.742 -7.903 2.154
O -1.046 -7.680 0.554
I -2.770 -8.968 3.072
C 0.707 -5.119 5.166
O -0.092 -5.724 5.907
O 1.379 -4.088 5.415
H -1.158 -2.261 2.017
H -1.373 -3.977 2.302
H -0.378 -3.014 3.424
H -0.880 -3.747 0.059
H 0.818 -3.596 -0.519
H 0.246 -5.094 0.277
H 3.179 -4.826 1.342
H 1.952 -6.929 3.376
H 0.370 -8.825 2.388
H -1.668 -6.953 0.431
O 3.136 -3.944 -3.074
P 4.155 -4.035 -4.122
O 4.206 -2.665 -4.963
C 4.170 -1.418 -4.250
C 5.511 -1.057 -3.638
O 3.506 -4.998 -5.264
C 2.383 -5.830 -4.965
C 1.088 -5.189 -5.425
O 5.624 -4.594 -4.243
C 6.330 -4.588 -5.499
C 7.301 -3.431 -5.604
H 3.401 -1.457 -3.477
H 3.871 -0.662 -4.976
H 5.928 -1.892 -3.073
H 5.402 -0.203 -2.970
H 6.236 -0.792 -4.409
H 2.345 -6.053 -3.900
H 2.543 -6.775 -5.487
H 1.063 -4.130 -5.168
H 0.229 -5.681 -4.967
H 0.987 -5.260 -6.509
H 5.636 -4.600 -6.336
H 6.881 -5.527 -5.519
H 6.793 -2.518 -5.912
H 8.060 -3.649 -6.356
H 7.787 -3.240 -4.647
O 4.969 0.629 2.174
P 3.682 1.140 2.664
O 3.932 2.037 3.988
C 5.025 2.955 4.001
C 4.725 4.233 3.235
O 2.918 -0.108 3.319
C 3.299 -1.473 3.049
C 4.139 -2.040 4.167
O 2.395 1.810 2.032
C 1.261 2.157 2.845
C 1.241 3.631 3.196
H 5.918 2.474 3.596
H 5.220 3.184 5.049
H 4.324 4.017 2.243
H 5.632 4.829 3.124
H 3.986 4.840 3.759
H 3.804 -1.541 2.089
H 2.386 -2.051 2.974
H 4.903 -1.342 4.515
H 4.621 -2.960 3.836
H 3.500 -2.273 5.021
H 1.209 1.544 3.742
H 0.384 1.927 2.241
H 1.886 3.841 4.048
H 0.230 3.934 3.474
H 1.582 4.239 2.358
O 0.941 5.670 -2.525
P -0.438 6.167 -2.491
O -0.633 7.165 -1.243
C 0.377 8.144 -0.973
C 0.289 9.344 -1.900
O -1.334 4.920 -1.973
C -0.829 3.580 -1.991
C -0.314 3.173 -0.626
O -1.485 6.702 -3.543
C -2.828 7.056 -3.153
C -2.999 8.548 -2.975
H 1.365 7.685 -1.041
H 0.230 8.457 0.061
H 0.222 9.035 -2.945
H 1.166 9.980 -1.778
H -0.595 9.945 -1.682
H -0.050 3.476 -2.745
H -1.656 2.936 -2.291
H 0.275 3.970 -0.172
H 0.304 2.277 -0.690
H -1.145 2.968 0.052
H -3.133 6.514 -2.262
H -3.462 6.714 -3.970
H -2.657 8.869 -1.992
H -4.053 8.824 -3.046
H -2.431 9.104 -3.721
O -5.873 11.162 -4.454
P -6.319 12.420 -3.805
O -7.239 13.162 -4.917
C -8.336 12.457 -5.506
C -9.546 12.410 -4.589
O -4.880 13.233 -3.984
C -3.665 12.493 -4.107
C -3.259 12.343 -5.562
O -6.677 13.330 -2.551
C -6.710 14.771 -2.631
C -8.121 15.303 -2.772
H -8.026 11.447 -5.780
H -8.582 12.986 -6.426
H -9.272 12.077 -3.585
H -10.297 11.730 -4.990
H -10.002 13.395 -4.491
H -3.766 11.519 -3.631
H -2.889 13.035 -3.563
H -4.118 12.099 -6.186
H -2.507 11.561 -5.680
H -2.842 13.278 -5.941
H -6.068 15.130 -3.429
H -6.284 15.115 -1.690
H -8.456 15.262 -3.807
H -8.156 16.348 -2.460
H -8.820 14.724 -2.168
O -4.787 -5.917 0.444
P -6.140 -5.477 0.070
O -7.049 -6.807 0.218
C -6.985 -7.452 1.509
C -7.954 -6.818 2.497
O -6.035 -5.363 -1.556
C -4.766 -5.234 -2.200
C -4.275 -6.570 -2.722
O -7.163 -4.282 0.223
C -8.429 -4.285 -0.471
C -9.578 -4.711 0.416
H -5.984 -7.421 1.941
H -7.254 -8.496 1.355
H -7.853 -5.732 2.513
H -7.770 -7.203 3.500
H -8.988 -7.044 2.235
H -4.036 -4.795 -1.521
H -4.901 -4.532 -3.024
H -4.433 -7.360 -1.987
H -3.213 -6.526 -2.965
H -4.822 -6.855 -3.623
H -8.376 -4.896 -1.369
H -8.578 -3.254 -0.787
H -9.642 -5.795 0.482
H -10.521 -4.355 -0.002
H -9.461 -4.318 1.425
O 7.603 -8.045 4.064
P 6.593 -7.508 4.986
O 7.312 -6.908 6.297
C 8.476 -6.093 6.137
C 8.137 -4.673 5.714
O 5.897 -8.822 5.655
C 6.039 -10.110 5.068
C 7.128 -10.911 5.759
O 5.292 -6.659 4.849
C 4.438 -6.343 5.987
C 4.686 -4.952 6.517
H 9.153 -6.552 5.414
H 8.980 -6.086 7.103
H 7.452 -4.664 4.864
H 9.045 -4.135 5.439
H 7.653 -4.128 6.524
H 6.243 -10.026 4.001
H 5.076 -10.614 5.173
H 8.008 -10.297 5.942
H 7.419 -11.773 5.156
H 6.780 -11.273 6.728
H 4.541 -7.093 6.767
H 3.421 -6.407 5.606
H 5.544 -4.928 7.191
H 3.823 -4.607 7.086
H 4.876 -4.253 5.706

(5)
61
Properties=species:S:1:pos:R:3 method="wB97M-V/def2-TZVPD" e_lumo_ev=0.42 gap_ev=8.404 spin_multiplicity=1 homo_ev=-7.986 smiles=CC(C)Cc1nc2oc3c(N4CCN(CCO)CC4)ncnc3c2c2c1CCCC2
C 0.030 -4.070 -2.835
H 0.558 -3.334 -2.234
H 0.620 -4.983 -2.869
H -0.061 -3.679 -3.845
C -1.351 -4.343 -2.249
C -2.146 -5.273 -3.163
H -3.111 -5.519 -2.724
H -2.317 -4.799 -4.126
H -1.599 -6.199 -3.328
H -1.224 -4.832 -1.276
C -2.117 -3.021 -2.045
C -1.551 -2.224 -0.906
N -0.617 -1.348 -1.264
C -0.079 -0.640 -0.296
C -0.427 -0.735 1.062
C -1.409 -1.649 1.440
C -1.971 -2.418 0.424
C -3.056 -3.414 0.744
C -3.119 -3.755 2.230
C -3.125 -2.478 3.060
C -1.790 -1.767 2.881
H -1.000 -2.329 3.392
H -1.798 -0.771 3.327
H -3.938 -1.830 2.726
H -3.286 -2.706 4.115
H -2.251 -4.358 2.505
H -4.015 -4.347 2.428
H -4.016 -2.989 0.432
H -2.904 -4.330 0.171
C 0.391 0.235 1.727
N 0.463 0.590 3.016
C 1.331 1.550 3.248
N 2.118 2.167 2.386
C 2.078 1.834 1.085
N 2.916 2.479 0.253
C 2.951 2.300 -1.175
H 2.445 1.380 -1.458
C 2.291 3.507 -1.875
N 2.493 4.750 -1.146
C 3.682 4.725 -0.330
H 4.530 4.602 -1.013
C 3.705 3.595 0.726
H 3.287 3.916 1.681
H 4.739 3.270 0.900
H 3.790 5.691 0.165
C 1.318 5.386 -0.603
H 1.626 6.350 -0.189
C 0.512 4.635 0.477
O -0.608 5.383 0.886
H -1.163 5.562 0.118
H 0.198 3.650 0.102
H 1.104 4.488 1.381
H 0.646 5.590 -1.447
H 2.726 3.613 -2.878
H 1.222 3.328 -1.993
H 4.002 2.225 -1.475
C 1.169 0.823 0.720
O 0.881 0.291 -0.514
H 1.419 1.881 4.275
H -2.022 -2.425 -2.953
H -3.172 -3.230 -1.871

(6)
80
Properties=species:S:1:pos:R:3 method="wB97M-V/def2-TZVPD" e_lumo_ev=-0.49 gap_ev=7.585 spin_multiplicity=1 homo_ev=-8.072
C -1.905 1.354 1.611
C -2.959 1.460 0.417
C -2.474 0.715 -0.873
C -1.788 -0.545 -0.700
C -1.235 -1.342 -1.864
C -0.478 -2.661 -1.504
C -1.422 -3.924 -1.330
C -0.655 -4.942 -0.350
C 0.870 -5.114 -0.726
C 1.882 -4.329 0.204
C 3.004 -3.522 -0.612
O 2.731 -2.122 -0.693
C 3.462 -1.363 0.282
C -1.376 -0.877 -3.229
C -0.742 -1.722 -4.374
C -2.111 0.414 -3.427
N -2.349 1.034 -4.634
S -3.209 2.429 -4.290
N -3.318 2.411 -2.614
C -2.679 1.229 -2.272
H -2.049 2.155 2.395
H -0.839 1.330 1.267
H -2.104 0.359 2.109
H -3.223 2.533 0.239
H -3.883 0.922 0.783
H -1.663 -0.935 0.345
H 0.279 -2.910 -2.288
H -0.002 -2.478 -0.497
H -1.570 -4.511 -2.285
H -2.426 -3.627 -0.917
H -0.823 -4.553 0.696
H -1.152 -5.952 -0.391
H 1.124 -6.211 -0.613
H 1.075 -4.875 -1.812
H 2.406 -5.021 0.925
H 1.377 -3.542 0.843
H 3.072 -3.891 -1.680
H 3.982 -3.765 -0.102
H 4.466 -1.798 0.532
H 2.812 -1.266 1.205
H 3.672 -0.305 -0.053
H 0.331 -1.954 -4.094
H -0.681 -1.117 -5.317
H -1.231 -2.725 -4.522
O 6.147 -0.302 0.917
C 7.026 -1.084 1.145
O 6.896 -2.430 0.997
C 8.090 -3.081 1.457
C 9.173 -2.024 1.386
C 8.400 -0.748 1.672
H 7.922 -3.436 2.477
H 8.309 -3.936 0.818
H 9.996 -2.204 2.078
H 9.586 -1.983 0.375
H 8.329 -0.545 2.743
H 8.822 0.106 1.147
O -3.394 2.239 3.985
C -4.571 2.217 3.761
O -5.226 1.131 3.270
C -6.596 1.472 3.015
C -6.878 2.675 3.891
C -5.529 3.372 3.928
H -6.706 1.697 1.950
H -7.236 0.625 3.263
H -7.686 3.302 3.514
H -7.149 2.346 4.897
H -5.402 4.062 3.092
H -5.364 3.882 4.875
O -0.663 7.415 0.544
C -0.889 6.542 -0.247
O -1.463 5.356 0.081
C -1.489 4.499 -1.073
C -1.395 5.431 -2.262
C -0.547 6.567 -1.718
H -0.640 3.811 -1.016
H -2.410 3.923 -1.080
H -0.976 4.955 -3.150
H -2.390 5.806 -2.519
H 0.521 6.373 -1.838
H -0.816 7.522 -2.165

Number 1: molar mass 72.06 g mol⁻¹. Number 2: molar mass 363.46 g mol⁻¹. Number 3: molar mass 114.19 g mol⁻¹. Number 4: molar mass 1426.94 g mol⁻¹. Number 5: molar mass 409.53 g mol⁻¹. Number 6: molar mass 550.72 g mol⁻¹.